(1)
# C15H22N2O4

One molecule with the formula C15H22N2O4 (wB97M-V/def2-TZVPD, the OMol25 dataset).

## Properties
SMILES: O=C([C@H](CO)NC(=O)[C@H]1C[C@@]2(C1)C[C@]21CC1)N1CCCO1
Highest occupied orbital energy (Ha): -0.3450
Net charge: 0
LUMO (eV): 0.72
Relative energy (zero: lowest compared OMol25 entry of this formula, charge and spin) (kcal/mol): 125.61
Largest force on an atom (eV/A): 0.4
Orbital gap (eV): 10.11

Last column: Mulliken charge in e.
CARTESIAN COORDINATES (ANGSTROEM)
O1 1.79121 -3.01816 -1.63121  -0.65
C1 2.45832 -2.11432 -1.16411  -0.03
C2 1.98574 -1.37227 0.08273  0.54
C3 2.34045 -2.14925 1.34651  -1.04
O2 3.74990 -2.26412 1.40485  -0.51
N1 0.54874 -1.25300 -0.03681  -0.21
C4 -0.12706 -0.20169 0.49086  -0.33
O3 0.43728 0.70277 1.08628  -0.71
C5 -1.62263 -0.21942 0.30199  1.01
C6 -2.25865 1.12311 -0.14516  -1.37
C7 -3.29084 0.95830 0.96660  1.01
C8 -2.45635 -0.14387 1.61254  -1.35
C9 -4.79720 0.93428 0.79297  -1.09
C10 -4.12440 1.97119 1.61585  0.67
C11 -4.24115 2.54542 2.97011  -0.69
C12 -4.11957 3.44179 1.74234  -0.67
N2 3.60014 -1.69936 -1.81118  0.16
C13 3.52680 -1.49256 -3.27473  -0.54
C14 4.01477 -0.05515 -3.46448  -0.49
C15 3.85276 0.51297 -2.06706  -0.31
O4 4.23636 -0.58491 -1.23299  -0.37
H1 2.42070 -0.37978 0.14499  0.43
H2 1.93828 -1.59842 2.20197  0.38
H3 1.85796 -3.13206 1.29345  0.35
H4 3.98823 -2.79529 2.16792  0.35
H5 0.07235 -1.98984 -0.53245  0.32
H6 -1.93767 -1.05009 -0.33037  0.53
H7 -1.57740 1.95277 0.04823  0.31
H8 -2.62255 1.17010 -1.17117  0.34
H9 -2.97351 -1.05477 1.91231  0.33
H10 -1.85077 0.23003 2.43952  0.32
H11 -5.19168 1.22885 -0.17257  0.26
H12 -5.34340 0.14661 1.29877  0.25
H13 -5.19877 2.51005 3.47341  0.25
H14 -3.38355 2.48272 3.62860  0.24
H15 -3.18150 3.96369 1.60127  0.25
H16 -5.00299 3.98848 1.43949  0.25
H17 4.14539 -2.21532 -3.80139  0.34
H18 2.49191 -1.63936 -3.58391  0.25
H19 5.07133 -0.04472 -3.73120  0.29
H20 3.45262 0.47555 -4.22975  0.32
H21 4.50951 1.34473 -1.83016  0.44
H22 2.81087 0.78430 -1.85280  0.14

(2)
# C15H22N2O5S

One molecule with the formula C15H22N2O5S in a non-equilibrium geometry (wB97M-V/def2-TZVPD, the OMol25 dataset).

## Properties
SMILES: CCCCCNC(=O)CN(c1ccc2c(c1)OCO2)S(C)(=O)=O
Highest occupied orbital energy (Ha): -0.2905
Net charge: 0
LUMO (eV): 0.67
Relative energy (zero: lowest compared OMol25 entry of this formula, charge and spin) (kcal/mol): 28.41
Largest force on an atom (eV/A): 1.3
Orbital gap (eV): 8.57

Last column: Mulliken charge in e.
CARTESIAN COORDINATES (ANGSTROEM)
C1 3.56498 1.42854 -1.87035  -1.37
C2 3.51620 -0.03873 -1.46199  -0.03
C3 3.96575 -0.20397 -0.01218  -0.23
C4 4.03302 -1.66020 0.44864  -0.82
C5 2.67313 -2.36035 0.46784  -0.86
N1 1.72096 -1.68021 1.31918  -0.15
C6 0.64623 -1.03692 0.83804  0.90
O1 0.30825 -1.06827 -0.33034  -0.72
C7 -0.17308 -0.28985 1.89416  -1.44
N2 -0.93447 0.79031 1.31733  0.12
C8 -2.23210 0.59566 0.83280  0.10
C9 -3.03039 1.72035 0.63550  -0.27
C10 -4.33633 1.61863 0.16751  -1.14
C11 -4.82338 0.35804 -0.07924  0.92
C12 -4.02869 -0.77010 0.11805  0.53
C13 -2.73265 -0.68575 0.56230  -0.95
O2 -4.74306 -1.89313 -0.20449  -0.49
C14 -6.01425 -1.43661 -0.61722  -0.28
O3 -6.06066 -0.02931 -0.53185  -0.48
S1 0.01861 1.96361 0.56376  0.96
C15 -0.22490 1.74386 -1.21008  -0.85
O4 1.37304 1.65664 0.92598  -0.61
O5 -0.46558 3.26162 0.92596  -0.68
H1 2.97295 2.01861 -1.17435  0.20
H2 3.17164 1.56446 -2.87558  0.36
H3 4.58821 1.79854 -1.84941  0.41
H4 2.49299 -0.39964 -1.56920  0.12
H5 4.15772 -0.62986 -2.12123  0.36
H6 4.95963 0.23568 0.10139  0.56
H7 3.27953 0.35918 0.62282  -0.10
H8 4.46042 -1.69454 1.45455  0.36
H9 4.69358 -2.22576 -0.21204  0.34
H10 2.23680 -2.38616 -0.53104  0.38
H11 2.79397 -3.38890 0.82585  0.34
H12 2.00301 -1.51905 2.27333  0.28
H13 -0.85326 -0.97814 2.40176  0.59
H14 0.49936 0.15449 2.63136  0.47
H15 -2.61403 2.68887 0.85622  0.62
H16 -4.94623 2.49279 0.01620  0.43
H17 -2.13368 -1.57310 0.66283  0.52
H18 -6.79038 -1.87169 0.03296  0.25
H19 -6.19718 -1.75008 -1.65789  0.25
H20 -1.24697 2.01221 -1.43902  0.38
H21 0.47271 2.40283 -1.71000  0.45
H22 -0.02141 0.70539 -1.43886  0.27

(3)
# C15H22NO5

A 2-piece molecular cluster, C15H22NO5 overall in a non-equilibrium geometry (wB97M-V/def2-TZVPD, the OMol25 dataset).

## Properties
Highest occupied orbital energy (Ha): -0.4871
Net charge: +1
LUMO (eV): -3.60
Largest force on an atom (eV/A): 1.2
Orbital gap (eV): 9.66

Last column: Mulliken charge in e.
CARTESIAN COORDINATES (ANGSTROEM)
C1 -2.44406 3.89533 2.13311  -1.47
C2 -2.37697 3.03485 0.86356  0.19
C3 -1.83411 3.82537 -0.32119  -0.49
C4 -1.96006 3.16284 -1.67882  -0.68
O1 -0.85354 2.28571 -2.02553  -0.49
C5 -0.70739 1.17462 -1.29855  1.09
C6 -1.77655 0.29070 -1.12875  -0.58
C7 -1.58837 -0.84176 -0.37049  -0.62
N1 -0.39570 -1.08738 0.18389  0.13
C8 0.65465 -0.27457 -0.00065  -0.62
C9 0.55109 0.88053 -0.75108  0.29
C10 1.76322 1.74850 -0.96011  -0.99
C11 1.81405 2.95296 -0.04816  0.48
O2 1.64152 4.04188 -0.47341  -0.47
O3 2.13290 2.74790 1.25647  -0.50
H1 -2.31458 3.27931 3.01732  0.42
H2 -1.65858 4.64366 2.10840  0.37
H3 -3.41903 4.36584 2.19970  0.35
H4 -3.32340 2.54479 0.64943  0.36
H5 -1.66724 2.22696 1.07875  -0.09
H6 -0.80356 4.12236 -0.17012  0.11
H7 -2.40412 4.75240 -0.39147  0.51
H8 -1.93387 3.93666 -2.43570  0.34
H9 -2.91566 2.66096 -1.81063  0.31
H10 -2.73465 0.49110 -1.56769  0.50
H11 -2.38890 -1.54497 -0.22212  0.47
H12 -0.30199 -1.93594 0.73263  0.35
H13 1.56922 -0.57785 0.48143  0.55
H14 1.76467 2.11871 -1.97760  0.35
H15 2.64943 1.13748 -0.81416  0.52
H16 1.39040 2.39397 1.76106  0.35
O4 -0.20296 -3.81243 -0.20424  -0.65
C12 0.84872 -4.36896 -0.01589  0.59
O5 1.87776 -3.74501 0.58551  -0.35
C13 3.04525 -4.60485 0.58913  -0.44
C14 2.49078 -6.01367 0.43503  -0.51
C15 1.23981 -5.77224 -0.41196  -0.50
H17 3.68535 -4.31312 -0.24441  0.28
H18 3.58808 -4.45813 1.51845  0.31
H19 3.20223 -6.70527 -0.00852  0.34
H20 2.20273 -6.40678 1.41028  0.28
H21 1.45583 -5.78230 -1.48143  0.28
H22 0.43760 -6.47015 -0.19150  0.32

(4)
# C15H22O5

C15H22O5 as an isolated structure in a non-equilibrium geometry (wB97M-V/def2-TZVPD, the OMol25 dataset).

## Properties
Highest occupied orbital energy (Ha): -0.3290
Net charge: 0
LUMO (eV): 0.71
Relative energy (zero: lowest compared OMol25 entry of this formula, charge and spin) (kcal/mol): 354.21
Largest force on an atom (eV/A): 11.8
Orbital gap (eV): 9.66

Last column: Mulliken charge in e.
CARTESIAN COORDINATES (ANGSTROEM)
C1 2.77472 2.58038 0.99460  -0.65
H1 3.56182 2.29650 0.27557  0.24
O1 2.57372 1.74255 1.98878  -0.39
C2 2.09044 0.58171 1.88595  0.12
O2 0.86209 0.83077 1.32124  0.19
C3 -0.06157 1.28057 2.38991  -1.21
H2 -1.01968 1.34407 1.98182  0.28
H3 0.30433 2.23281 2.48139  0.42
H4 -0.12552 0.60638 3.12837  0.41
C4 2.91971 -0.37379 1.02748  -0.63
C5 2.60741 -0.59288 -0.44764  -0.03
C6 1.63431 -1.32607 -1.03886  0.31
C7 0.76968 -2.05030 -0.14399  0.44
C8 -0.37285 -3.03268 -0.95752  -0.83
O3 -1.19135 -1.96607 -1.59870  -0.40
C9 -2.24704 -1.58737 -0.45924  -0.65
C10 -2.72579 -0.03125 -0.90073  0.56
C11 -3.96337 0.13837 -1.28901  -0.83
C12 -4.39245 1.33788 -1.86048  -0.60
C13 -3.39786 2.34112 -1.58076  -0.45
C14 -2.00713 2.16400 -1.34271  -1.24
C15 -1.68090 0.69879 -0.78345  -0.07
H5 -0.73875 0.49683 -0.60220  1.11
H6 -1.35545 2.82286 -1.07885  0.61
H7 -3.56125 3.33967 -2.21452  0.22
H8 -5.40524 1.61564 -2.09171  0.39
H9 -4.71202 -0.49740 -1.38595  0.52
H10 -3.14598 -2.39741 -0.75616  0.25
H11 -1.86494 -1.58067 0.56645  0.36
H12 -0.90547 -3.68565 -0.29082  0.40
H13 0.14489 -3.51690 -1.89503  0.27
O4 1.68897 -3.15545 0.37825  -0.61
H14 2.30614 -3.37979 -0.15999  0.31
H15 0.30251 -1.60281 0.76962  -0.13
H16 0.96002 -0.84767 -1.78120  0.55
O5 2.79959 -1.72238 -1.24776  -0.56
H17 2.77956 0.59265 -1.10551  -0.03
H18 2.70905 -1.53598 1.63424  0.32
H19 4.01788 -0.21459 1.15077  0.37
H20 2.18202 -0.02377 3.03481  0.19
H21 1.80682 2.62053 0.47116  0.24
H22 3.07895 3.45684 1.53235  0.27